# 1
125
Properties=species:S:1:pos:R:3:forces:R:3 method="wB97M-V/def2-TZVPD" e_tot_ha=-2501.68239 smiles=COCCNCCOC.COCCNCCOC.OCCO.OCCO.OCCO.OCCO.OCCO.CCO.CCO.CCO gap_ev=8.19 charge=0
C -2.0786 0.0515 -2.5570 0.35 0.78 -3.70
O -1.0336 0.8805 -3.2680 -0.95 -1.21 0.41
C 0.2024 0.1435 -3.5920 0.09 1.61 2.06
C 1.2834 1.2005 -4.1080 -0.21 -1.91 -0.41
N 2.6444 0.8745 -3.6830 1.91 1.12 -0.72
C 3.7594 1.8765 -4.1490 -2.49 -1.14 -2.16
C 5.1014 1.3945 -3.8210 -3.21 -6.88 0.86
O 6.1294 2.1425 -3.7620 4.78 5.59 0.09
C 6.3624 3.1375 -4.7540 -0.09 1.09 1.93
H -3.0696 0.5325 -2.4220 1.11 0.48 -0.08
H -1.6586 -0.3525 -1.7240 1.05 -0.54 2.92
H -2.2966 -0.8595 -3.1230 0.02 0.14 -0.53
H 0.0234 -0.6995 -4.2130 -0.37 -0.37 -1.42
H 0.5354 -0.3835 -2.6780 0.25 0.70 0.00
H 1.0234 2.1715 -3.8050 -0.90 1.42 0.81
H 1.2324 1.2305 -5.1860 0.06 -0.14 -0.52
H 2.6184 0.9735 -2.6690 0.14 -0.46 -0.41
H 3.7754 2.8195 -3.6490 -1.15 1.38 -0.01
H 3.7244 1.9235 -5.2960 -0.50 0.59 1.59
H 5.3264 0.5615 -4.5140 -0.30 -0.49 0.24
H 4.9954 0.9775 -2.7860 0.11 -0.32 -0.64
H 6.6024 2.7725 -5.6970 0.08 -1.17 -1.88
H 7.2534 3.6505 -4.4180 0.21 0.17 0.16
H 5.5864 3.9175 -4.8380 -0.08 -0.54 0.11
C 0.1904 -2.2585 -0.5920 2.75 -0.16 1.03
O -0.6576 -2.4965 -1.6090 -2.52 0.06 -1.59
C -0.4706 -3.6515 -2.3630 1.52 0.40 0.44
C -1.5056 -3.8165 -3.4080 1.25 -0.01 -0.69
N -1.3876 -5.1835 -3.8670 0.85 0.31 -0.67
C -1.7466 -5.4355 -5.2790 0.09 0.42 0.46
C -1.6516 -6.9305 -5.4950 2.58 3.95 9.09
O -1.9016 -7.4595 -6.5490 -3.00 -5.94 -13.18
C -1.8776 -8.9185 -6.4850 0.15 0.92 0.80
H 0.5734 -3.1405 0.0360 -0.70 0.96 -1.00
H -0.2566 -1.5355 0.0360 -0.63 0.46 1.06
H 1.0204 -1.6965 -1.0250 0.88 -0.31 0.38
H -0.6276 -4.4275 -1.6720 -0.01 -1.75 0.94
H 0.5514 -3.7665 -2.7200 0.26 0.25 -0.31
H -1.3936 -3.0815 -4.2150 -0.30 -0.21 0.17
H -2.3576 -3.6985 -2.8100 -2.18 0.74 0.07
H -1.7956 -5.7345 -3.1180 -0.22 -0.66 -1.01
H -1.1306 -4.8345 -5.9920 0.08 -0.54 0.80
H -2.7376 -5.0655 -5.4260 -1.16 0.02 -0.52
H -2.3286 -7.3795 -4.8200 -0.77 -0.23 2.62
H -0.6526 -7.2335 -5.2750 1.52 0.19 1.70
H -1.7606 -9.4445 -7.4190 0.28 0.69 -0.69
H -2.8316 -9.2735 -6.1020 -0.14 0.12 0.48
H -1.0546 -9.2245 -5.8060 -0.40 0.14 -0.28
C 2.5214 3.1535 0.0540 -0.87 0.04 1.67
C 3.3224 2.2035 -0.7160 -1.74 -0.06 -0.64
O 2.4194 1.1645 -1.0600 0.81 -0.89 -0.76
H 3.1314 3.7255 0.6980 0.71 0.99 0.77
H 1.8554 2.5535 0.7200 0.17 0.77 -0.37
H 1.9584 3.8195 -0.5750 -0.44 0.15 -0.23
H 4.0844 1.7295 -0.1950 1.76 -0.43 1.19
H 3.7354 2.7225 -1.5600 0.23 -0.24 -0.82
H 1.5834 1.2195 -0.5970 -0.95 0.30 0.19
C 0.1564 1.0305 3.8210 -0.81 -0.32 -2.68
C 0.7654 0.5935 5.0390 2.67 -1.16 4.19
O 1.9304 1.4045 5.3140 0.46 0.11 0.22
H 0.0294 2.1195 3.7050 0.30 -0.32 0.51
H -0.8396 0.6055 3.8570 -0.44 -0.08 -0.49
H 0.6704 0.6415 2.9330 -0.15 0.19 0.03
H 1.1314 -0.5015 5.2620 -1.19 1.58 -1.49
H 0.0784 0.7995 5.8530 -0.44 -0.07 0.40
H 2.3694 1.1015 6.1320 -0.44 0.15 -0.67
C -1.1486 3.0615 0.9370 0.03 1.81 3.04
C -0.9396 2.1915 -0.1670 2.11 0.58 -3.80
O -0.1386 1.1085 0.0430 1.65 -1.41 0.36
H -1.3966 4.0515 0.5940 0.21 0.60 0.09
H -0.4726 3.0595 1.8250 0.41 0.20 -1.34
H -2.0166 2.7245 1.4200 -1.72 -0.41 0.88
H -0.4766 2.6485 -1.0740 -0.27 0.40 0.69
H -1.8626 1.8905 -0.5300 -2.05 -0.76 -0.81
H -0.6696 0.4495 0.4720 -0.26 -0.88 0.66
C -3.2226 2.8645 4.7830 -0.07 0.52 1.10
C -4.1226 2.7545 3.6760 -2.81 -2.15 -0.23
O -3.7976 1.4945 3.1000 -0.29 -1.86 -0.16
O -3.3426 4.0495 5.4540 1.56 2.01 2.65
H -2.3146 2.8295 4.3410 3.54 -0.61 -1.00
H -3.3686 2.0515 5.4670 -0.10 -0.90 0.26
H -4.0876 3.3575 2.8110 0.36 1.61 -0.32
H -5.1316 2.7335 4.1120 -0.25 0.18 -0.66
H -4.0506 0.7515 3.6870 0.07 0.80 -0.29
H -2.5606 4.0535 6.1020 -1.88 0.43 -1.28
C -0.9366 -2.8935 3.4750 -0.44 -0.33 -1.97
C -1.2146 -4.0785 2.5720 0.51 0.72 0.75
O -2.3066 -4.7135 3.1170 -1.65 -1.56 0.47
O -0.0526 -2.0535 2.7760 1.86 -1.70 2.37
H -0.5866 -3.2915 4.3760 1.38 -0.24 1.47
H -1.8896 -2.4735 3.7770 -0.36 0.68 -0.32
H -0.3866 -4.7615 2.6370 0.82 -0.04 -0.54
H -1.3946 -3.7365 1.5660 0.04 0.01 -0.58
H -2.1146 -5.6565 3.0980 -0.48 0.08 0.08
H -0.5636 -1.4305 2.3470 -1.59 2.34 -1.57
C 4.7064 0.0475 2.0350 1.84 -1.48 -0.74
C 3.3634 0.4325 2.2870 -2.88 2.07 0.10
O 2.4794 -0.2015 1.3760 -0.39 -1.37 1.92
O 5.5204 0.8475 2.8160 1.06 0.79 0.78
H 4.8944 0.1635 0.9850 0.50 -0.05 -0.78
H 4.8504 -1.0095 2.2950 -0.01 -0.04 -0.18
H 3.1974 1.5345 2.0560 0.67 -0.90 1.07
H 3.2124 0.2285 3.3540 -1.00 0.12 -0.31
H 2.5944 0.3175 0.6040 -0.11 0.20 -1.61
H 6.2604 1.1165 2.2810 0.46 0.18 0.03
C -2.9256 -1.3815 1.1140 1.99 -0.09 0.88
C -4.1166 -0.7435 0.7150 -3.72 2.23 0.76
O -5.1366 -1.6815 0.5870 -1.15 -1.11 -0.11
O -2.0236 -0.3405 1.4920 1.52 -0.74 -0.59
H -2.5726 -2.0275 0.3120 0.72 0.10 0.18
H -3.1606 -1.9395 2.0020 0.13 -0.90 0.40
H -4.0556 -0.1785 -0.1900 0.19 0.16 -0.82
H -4.4346 0.0095 1.4970 0.43 -0.50 -0.71
H -5.2406 -2.1505 1.4350 0.03 0.27 -0.57
H -2.4736 0.2655 2.0800 -0.35 0.50 0.28
C -1.3286 6.5275 3.8670 -0.68 0.26 2.79
C -0.4936 5.5675 3.1990 -2.75 -4.16 -2.68
O 0.7784 5.5155 3.7030 0.93 0.67 0.01
O -2.7096 6.3835 3.4970 0.90 0.40 0.24
H -0.9236 7.5145 3.7890 -0.46 1.01 -0.59
H -1.0906 6.2725 4.9270 -0.95 0.42 -0.04
H -0.7616 5.6065 2.1040 1.66 0.57 0.31
H -1.1096 4.5845 3.3480 1.25 0.85 0.37
H 1.2044 4.6645 3.5990 -0.12 -0.21 -0.22
H -3.0966 5.6825 4.0460 0.25 0.19 0.03

---

# 2
120
Properties=species:S:1:pos:R:3:forces:R:3 method="wB97M-V/def2-TZVPD" s_squared=0.75 e_tot_ha=-3057.48083 multiplicity=2 gap_ev="2.39 / 10.03" charge=-1
H 3.9027 0.3848 5.2126 -0.22 0.58 0.25
H 3.1148 0.5926 3.8818 0.06 0.61 0.31
O 3.6931 0.0093 4.3644 0.43 -1.48 0.59
H 2.6973 3.1128 3.8805 0.35 -0.82 0.00
H 3.9324 3.7009 3.0189 0.04 -0.87 0.27
O 3.2070 3.8804 3.6214 -0.35 1.58 -0.15
H -3.5720 0.1140 -3.9550 0.24 0.40 0.42
H -4.4197 1.3937 -4.3525 0.82 -1.27 0.03
O -4.2556 0.4406 -4.5222 -2.05 0.10 -1.11
H -3.8412 -2.6199 -3.2350 1.00 0.15 -1.44
H -5.2012 -1.9625 -3.9038 0.93 0.27 -0.54
O -4.7512 -2.3811 -3.1752 -1.82 -0.33 2.01
H 4.1234 -1.2412 0.3542 -0.01 0.90 -1.60
H 3.5991 -1.5534 1.5352 -1.54 0.25 0.82
O 3.2466 -1.1063 0.7314 1.04 -0.41 0.38
H -2.0146 -0.1546 3.0881 -0.31 0.40 -0.13
O -1.6316 0.3315 2.3417 0.36 0.17 0.69
H 1.2987 -0.9252 2.6993 -0.40 0.42 0.10
O 0.4738 -1.2886 3.0510 1.43 -0.26 1.38
H 0.8214 1.3101 4.7125 0.29 0.09 -0.05
H 1.4628 1.0238 3.3331 -0.41 0.27 -0.50
O 1.4643 1.6450 4.0732 -0.09 -0.22 0.78
H 4.7157 0.8835 -1.6767 -0.52 0.02 -0.57
H 5.5195 -0.4486 -1.5354 -0.31 0.78 0.04
O 5.2710 0.3788 -1.0808 0.78 -0.87 0.45
H 2.4977 2.0714 -2.4429 -0.55 0.07 0.16
H 2.5835 1.1179 -3.7048 0.37 0.65 0.89
O 3.0618 1.4406 -2.8904 0.88 -0.78 -1.38
H -3.1209 -2.1916 -1.2912 0.78 0.07 -0.41
H -2.1703 -1.9507 -0.1964 0.46 -0.03 -0.12
O -2.1582 -2.2942 -1.1044 -1.58 -0.22 0.77
H -1.8047 1.8916 1.2443 -1.08 -1.08 0.16
O -1.2751 2.4806 0.7407 1.19 1.17 -0.38
H -0.9258 -3.6055 -2.7042 -0.10 0.04 -0.36
H -0.1317 -4.2622 -3.8094 -0.03 -0.03 -0.24
O -0.0232 -3.7028 -3.0399 0.06 -0.07 0.63
H -0.6070 4.2233 -2.5975 -0.33 0.00 -0.45
H -0.2825 3.6198 -1.3042 -0.09 -0.23 0.35
O -1.0517 3.9775 -1.7726 0.65 0.17 0.14
H -1.6946 -2.6659 -5.2368 0.40 0.26 0.77
H -3.0948 -3.2100 -5.2305 0.01 -0.11 0.41
O -2.3814 -2.9850 -4.6124 -0.66 -0.49 -1.22
H -5.6984 1.0259 2.0798 -0.68 0.78 -0.67
H -4.9838 2.5249 2.3233 -0.80 0.32 -0.52
O -5.0341 1.5863 2.4583 1.63 -1.20 1.19
H -1.7280 3.5065 2.6633 -0.41 -0.03 0.28
H -2.1244 4.8190 3.1137 -0.41 0.16 0.24
O -2.4112 3.9034 3.2519 1.53 0.67 -1.44
H 2.8307 -0.9751 -3.2277 -0.39 0.19 0.81
H 2.9004 -1.5424 -4.5099 -0.37 -0.59 -0.51
O 2.3851 -1.6976 -3.6983 0.82 0.49 -0.09
H 1.7141 0.4283 0.7609 -0.12 -0.59 0.14
O 1.3647 1.0062 1.4636 0.85 0.42 -0.63
H -2.3507 6.1868 -0.2277 0.67 0.11 -0.08
H -3.5045 5.7720 0.5554 -0.06 -0.11 0.53
O -2.5863 6.0369 0.6928 -0.62 -0.08 -0.38
H -1.3301 -5.3946 -1.1324 0.96 0.51 -0.25
O -2.1892 -5.0201 -0.9832 -1.19 -0.76 -0.21
H -2.9199 2.1664 -2.6440 -0.05 0.06 -0.22
H -1.8366 2.4171 -3.6237 0.82 0.34 -0.21
O -2.7569 2.1733 -3.6021 -0.11 0.25 1.02
H 0.3007 -1.8927 -4.4801 -1.15 0.22 -1.94
H 0.7204 -2.2247 -5.9053 -0.06 0.03 -0.35
O -0.0573 -1.8960 -5.4422 1.31 -0.29 1.65
H -3.4890 1.7474 4.3158 -0.41 0.41 0.18
H -2.7087 2.9941 4.7253 -1.35 -0.33 0.10
O -3.5613 2.5188 4.9034 1.01 -0.65 0.47
H 4.3366 1.3944 1.9132 0.26 -0.32 -0.22
H 5.6124 1.0979 2.7397 -0.10 -0.19 -0.17
O 4.8373 1.6612 2.6919 -0.04 0.84 -0.27
H -4.2952 -2.0508 2.7261 -0.02 -0.57 -0.01
H -2.9354 -2.4961 2.0195 -0.59 -0.15 0.38
O -3.4895 -1.7510 2.3104 0.73 0.54 -0.34
H 3.0457 -3.0369 -0.7119 -0.16 -0.31 0.02
H 3.1101 -4.5794 -0.3587 -0.10 0.22 -0.23
O 3.5392 -3.7223 -0.2497 0.41 0.00 0.10
H -0.2479 3.0452 -5.2904 0.30 0.79 0.22
H 0.6356 2.4051 -4.3583 0.76 -0.57 0.66
O 0.3759 3.3046 -4.5746 -1.17 -0.20 -0.78
H 1.0355 0.3209 -1.7070 0.04 -0.33 -0.21
H 0.2637 1.3430 -0.8625 0.40 -0.05 -0.11
O 1.1265 1.1848 -1.2957 -1.00 0.58 0.68
H 0.0402 5.4479 0.0395 -0.44 -0.41 0.71
H 0.3335 5.6618 1.6121 -0.43 -0.72 -0.52
O 0.5310 5.9283 0.7092 0.71 1.59 -0.31
H -0.8404 -0.6398 -2.4898 0.15 -0.30 -0.05
H -1.9665 -0.4108 -3.4044 -0.14 0.10 -0.42
O -1.2422 -1.0257 -3.2821 0.31 0.79 0.64
H 2.3711 -5.2259 1.8809 0.28 -0.31 0.16
O 3.2403 -4.9861 2.2443 -0.62 0.66 -0.16
H 4.6708 -2.7187 2.9561 0.47 -0.43 0.47
H 3.8693 -1.7081 3.9167 0.30 0.17 -0.31
O 3.9420 -2.1149 3.0367 -0.41 -0.44 -0.24
H 1.6927 1.8420 1.0679 -0.10 -0.35 0.20
H -1.1216 1.1030 2.6369 -0.05 -0.39 0.48
H -2.2025 -4.0469 -0.9691 0.68 -0.22 0.09
H -0.1928 -0.6206 3.1589 -0.14 0.53 -0.66
H -1.8523 2.8122 0.0563 -0.30 0.22 -0.35
H 3.2220 -4.0249 2.0544 0.21 -0.62 0.15
O -2.9707 -5.2316 1.5052 0.31 0.57 0.92
H -2.5405 -5.8176 0.8744 -0.44 0.25 -0.39
H -3.8081 -5.5972 1.7727 -0.25 -0.47 -0.07
O 0.5747 3.5288 2.3316 -0.50 0.16 0.25
H 1.5011 3.6282 2.5773 -0.07 0.06 0.36
H 0.5255 2.7874 1.7082 -0.43 0.76 0.24
O 0.6816 -5.2918 0.1268 0.07 -0.96 -0.08
H -0.0271 -5.4738 0.7702 0.52 0.47 -0.29
H 1.0244 -4.4219 0.3932 -0.61 0.01 0.28
O 0.5587 -1.7147 -0.9723 1.94 -0.91 -1.86
H 1.4196 -1.9292 -1.4792 -1.34 0.87 1.27
H 0.0310 -2.3303 -1.5125 -0.54 0.21 0.25
O 0.3335 -3.0916 1.4067 0.27 -0.53 0.23
H 0.6655 -2.5532 2.1564 -0.76 -0.58 -0.61
H 0.3889 -2.5092 0.6399 0.10 0.30 -0.25
O 1.9385 3.7633 0.0752 1.23 0.17 -0.11
H 2.3505 4.1068 0.8792 -0.24 -0.62 0.64
H 2.0620 4.6150 -0.3512 -0.46 0.13 -1.13
O -2.5821 0.2820 -0.0537 -1.86 0.68 -2.30
H -1.6416 0.1378 -0.0967 0.09 -0.45 1.28
H -3.1536 0.0744 0.6908 1.22 -0.38 0.54